Version A
ORCA calculation (ωB97M-V/def2-TZVPD) on an isolated molecule of C5H9N3.

Output
Molar mass, g mol⁻¹: 111.15
Frontier orbital gap, eV: 8.37
SMILES: C=NN/C=C\C=N/C

The geometry in ORCA input format:
```
! RIJCOSX wB97M-V def2-TZVPD def2/J DEFGRID3
* xyz 0 1
C 2.94074 -0.55040 0.62316
N 2.24209 0.14479 -0.24725
N 0.81490 0.16265 -0.30797
C 0.26815 1.39709 -0.59223
C -0.97404 1.56791 0.00788
C -1.85042 0.65921 0.70918
N -1.96373 -0.69018 0.61591
C -1.53297 -1.47014 -0.63406
H 2.54774 -1.04590 1.52214
H 4.08882 -0.47082 0.54275
H 0.41759 -0.67314 0.31533
H 1.03315 2.00341 -1.05872
H -1.32904 2.75666 0.07263
H -2.49389 1.23158 1.48149
H -0.90228 -0.82878 -1.36869
H -0.97365 -2.34099 -0.25036
H -2.33315 -1.85293 -1.43118
*
```

***

Version B
ORCA calculation (ωB97M-V/def2-TZVPD) on an isolated molecule of C5H9N3.

Output
Molar mass, g mol⁻¹: 111.15
Frontier orbital gap, eV: 9.69
SMILES: C1=N[C@@H]2CC[C@H]2NN1

The geometry in ORCA input format:
```
! RIJCOSX wB97M-V def2-TZVPD def2/J DEFGRID3
* xyz 0 1
C 1.96534 -0.89008 -0.12285
N 0.88534 -1.61321 -0.05537
C -0.24569 -0.78233 0.32011
C -1.72449 -0.84951 -0.07211
C -1.68910 0.70428 -0.02221
C -0.16561 0.59911 -0.33606
N 0.94556 1.41566 0.03748
N 2.06832 0.47656 0.11275
H 2.95922 -1.32839 -0.24660
H -0.23254 -0.75817 1.40903
H -1.85334 -1.26788 -1.06156
H -2.34616 -1.31467 0.65355
H -2.30588 1.28688 -0.71636
H -1.91249 1.03911 0.94096
H -0.01937 0.49957 -1.39358
H 0.84585 1.82005 0.94975
H 2.82503 0.96301 -0.39694
*
```

***

Version C
ORCA calculation (ωB97M-V/def2-TZVPD) on an isolated molecule of C5H9N3.

Output
Molar mass, g mol⁻¹: 111.15
Frontier orbital gap, eV: 8.06
SMILES: C/C(N)=C1\C=NNC1

The geometry in ORCA input format:
```
! RIJCOSX wB97M-V def2-TZVPD def2/J DEFGRID3
* xyz 0 1
C -1.88709 1.19529 0.11598
C -0.99365 -0.00013 0.00988
N -1.65118 -1.22278 0.11075
C 0.34803 0.05391 -0.00049
C 1.19948 1.22868 -0.03538
N 2.46639 0.94850 0.00360
N 2.59797 -0.42779 0.25128
C 1.32643 -1.10533 0.00005
H -2.65293 1.12916 -0.71154
H -1.32478 2.15169 -0.06624
H -2.45740 1.25206 1.05933
H -2.62824 -1.17950 -0.10313
H -1.19633 -2.01925 -0.33098
H 0.91854 2.30272 -0.06579
H 3.43746 -0.81666 -0.15840
H 1.16044 -1.78028 0.86349
H 1.33685 -1.71029 -0.94238
*
```

***

Version D
ORCA calculation (ωB97M-V/def2-TZVPD) on a structure of composition C5H9N3.

Output
Molar mass, g mol⁻¹: 111.15
Frontier orbital gap, eV: 7.69

The geometry in ORCA input format:
```
! RIJCOSX wB97M-V def2-TZVPD def2/J DEFGRID3
* xyz 0 1
C -1.45834 -1.75717 0.78727
C -0.70230 0.86238 1.10529
C -0.59790 -0.69508 0.16511
N 0.40521 1.50535 0.90956
C 1.19467 0.48466 -1.43804
C 2.47485 0.20749 -1.71272
N 0.12642 -0.86209 -0.80053
N -1.76825 1.07398 1.74694
H 0.35097 2.51536 0.93631
H 0.95313 1.09585 -0.26746
H -2.53991 0.44770 1.55319
H 0.55741 0.95914 -2.17788
H -2.51004 -1.49963 0.65641
H -1.26612 -2.71982 0.31873
H -1.25814 -1.81750 1.85540
H 3.10341 -0.29049 -0.98592
H 2.93493 0.48986 -2.65166
*
```

***

Of the structures shown above, version C is the most stable.